Run w
A cluster of 3 separate species, C3H11O3 in total, computed with ωB97M-V with the def2-TZVPD basis set.

## Properties
Gap between HOMO and LUMO in eV: 7.223
E_LUMO in eV: 3.999
Charge: -1

Atoms and positions in Å:
1 C -0.18990 0.20592 0.19077
2 O 0.82195 -0.55294 0.02725
3 C -0.79197 0.87872 -1.04053
4 C -1.77834 2.01527 -0.63959
5 H -1.14484 -0.05716 0.65749
6 H 0.13463 1.11986 0.83937
7 H -0.09188 1.61631 -1.51725
8 H -1.06504 0.06942 -1.74156
9 H -1.78966 2.72568 -1.45648
10 H -2.78331 1.42895 -0.43316
11 H -1.57436 2.54442 0.38556
12 H 2.40899 -1.75462 -0.29088
13 H 2.89125 -3.27309 -0.73583
14 O 3.04060 -2.25165 -0.81923
15 H 0.55932 -1.36559 1.32536
16 H 0.92561 -2.01869 2.88565
17 O 0.42695 -1.33083 2.36307

---

Run x
A cluster of 3 separate species, C3H11O3 in total, computed with ωB97M-V with the def2-TZVPD basis set.

## Properties
Gap between HOMO and LUMO in eV: 7.843
E_LUMO in eV: 4.168
Charge: -1

Atoms and positions in Å:
1 C 0.46028 -0.20610 -0.14361
2 O 0.18666 -1.33902 0.58981
3 C -0.32112 -0.03133 -1.47227
4 C -0.38619 1.49251 -1.83392
5 H 1.56387 -0.25269 -0.38294
6 H 0.36920 0.68919 0.48238
7 H -1.39148 -0.37867 -1.38373
8 H 0.07215 -0.62872 -2.31273
9 H 0.51133 1.71536 -2.39054
10 H -0.22837 2.07933 -0.93503
11 H -1.48421 1.77475 -2.23194
12 H 2.13693 -0.41164 2.41644
13 H 1.47077 -1.61628 1.82061
14 O 2.19582 -1.28862 2.40587
15 H -1.02627 -0.52158 1.18612
16 H -2.35970 -0.90658 2.29836
17 O -1.76967 -0.16991 1.88713

---

Relative energies with respect to the most stable structure, expressed in hartree: run w 0.0254; run x 0.0000.

---

Run w
A cluster of 2 separate species, C3H12N4O in total, computed with ωB97M-V with the def2-TZVPD basis set.

## Properties
Gap between HOMO and LUMO in eV: 8.162
E_LUMO in eV: 0.765
SMILES: CN(C)N=O.CNN

Atoms and positions in Å:
1 C 1.59724 -1.28860 -0.45413
2 N 1.27877 0.00806 0.09701
3 C 1.94981 1.14722 -0.46380
4 N 0.73982 0.13575 1.38530
5 O 0.34126 -0.88117 1.93087
6 H 1.17883 -1.39903 -1.45566
7 H 1.17639 -2.04782 0.20952
8 H 2.67596 -1.44300 -0.51894
9 H 3.03269 1.00207 -0.50551
10 H 1.57903 1.30657 -1.47970
11 H 1.70068 2.02230 0.13371
12 C -2.44957 0.10365 1.07906
13 N -1.63880 0.73429 0.06407
14 N -1.41458 -0.15618 -1.04167
15 H -2.01293 -0.80733 1.50670
16 H -3.40553 -0.20115 0.64662
17 H -2.62547 0.80005 1.89624
18 H -0.69859 1.15456 0.31996
19 H -0.79142 0.25173 -1.74800
20 H -2.21359 -0.44195 -1.60167

---

Run x
A cluster of 2 separate species, C3H12N4O in total, computed with ωB97M-V with the def2-TZVPD basis set.

## Properties
Gap between HOMO and LUMO in eV: 8.855
E_LUMO in eV: 0.947
SMILES: N/N=C(\N)O.CNC

Atoms and positions in Å:
1 N -0.94609 -2.33166 -1.20740
2 N 0.32498 -2.12078 -0.77359
3 C 0.42378 -1.88053 0.49138
4 N -0.53863 -1.74408 1.42719
5 O 1.64195 -1.67697 0.99422
6 H -1.46197 -2.92510 -0.55039
7 H -0.92274 -2.84061 -2.09394
8 H -0.19048 -1.19004 2.20219
9 H -1.35554 -1.30567 1.01580
10 H 2.26181 -1.73349 0.24971
11 C 1.27352 2.05834 -0.03757
12 N 0.04054 1.28906 0.06256
13 C -1.12299 2.12195 -0.19780
14 H 1.42388 2.44497 -1.05086
15 H 1.27916 2.89440 0.66925
16 H 2.12544 1.41594 0.20702
17 H 0.06828 0.53101 -0.62716
18 H -2.02706 1.50838 -0.13480
19 H -1.08586 2.56883 -1.19617
20 H -1.21195 2.91604 0.55036

---

Relative energies with respect to the most stable structure, expressed in hartree: run w 0.1142; run x 0.0000.

---

Run w
A cluster of 6 separate species, H14NO5 in total, computed with ωB97M-V with the def2-TZVPD basis set.

## Properties
Gap between HOMO and LUMO in eV: 12.053
E_LUMO in eV: -2.786
Charge: +1

Atoms and positions in Å:
1 N 0.24945 0.96601 0.67118
2 H 0.41403 0.14816 0.06769
3 H -0.46124 1.49364 0.20142
4 H 1.00663 1.68585 0.63136
5 H 0.09368 0.50400 1.56476
6 H -1.91698 -3.44302 0.00039
7 H -1.06622 -4.41221 0.58692
8 O -1.21329 -3.47081 0.67792
9 H 1.36730 -2.52300 -1.29540
10 H 1.03616 -1.66701 -2.62413
11 O 1.28222 -1.63393 -1.69285
12 H 1.95441 4.12590 -0.59051
13 H 1.06058 4.24894 0.55447
14 O 1.49442 3.53476 0.10311
15 H -0.67544 -1.13242 2.92254
16 H -0.63461 -1.96546 1.76747
17 O -0.70776 -0.98083 2.02418
18 H -1.44021 0.87731 -2.09830
19 H -1.22428 2.41904 -2.24695
20 O -1.01309 1.66059 -1.62986

---

Run x
A cluster of 6 separate species, H14NO5 in total, computed with ωB97M-V with the def2-TZVPD basis set.

## Properties
Gap between HOMO and LUMO in eV: 11.954
E_LUMO in eV: -2.854
Charge: +1

Atoms and positions in Å:
1 N 0.23792 -0.41444 -0.07449
2 H -0.31203 -1.26758 -0.05862
3 H -0.42135 0.38829 -0.19847
4 H 0.97895 -0.55287 -0.77104
5 H 0.74968 -0.37439 0.83102
6 H 1.92558 3.05980 4.02077
7 H 0.94309 3.78614 3.15212
8 O 1.19232 2.90059 3.39920
9 H -2.41180 1.24646 -0.21526
10 H -1.59448 2.40812 0.24140
11 O -1.65191 1.44058 0.37715
12 H -1.87594 -3.00912 -3.94599
13 H -1.47026 -3.87415 -2.71268
14 O -1.60990 -3.00690 -3.02232
15 H 0.56471 -0.46445 3.51327
16 H 1.21914 0.73921 2.69196
17 O 0.92880 -0.18308 2.67657
18 H 1.59727 -0.86398 -3.57708
19 H 0.13458 -1.17899 -3.37998
20 O 0.87563 -0.77923 -2.94753

---

Run y
A cluster of 6 separate species, H14NO5 in total, computed with ωB97M-V with the def2-TZVPD basis set.

## Properties
Gap between HOMO and LUMO in eV: 12.172
E_LUMO in eV: -2.778
Charge: +1

Atoms and positions in Å:
1 N -0.62117 0.24443 -0.13094
2 H -0.34046 0.02112 0.82847
3 H -1.16228 1.11194 -0.09470
4 H -1.28670 -0.51035 -0.43698
5 H 0.23985 0.40078 -0.70939
6 H 4.16300 -0.84013 -0.59384
7 H 4.71953 0.58705 -0.39634
8 O 3.93038 0.04020 -0.30993
9 H -0.50604 -2.42404 3.22045
10 H -0.63174 -2.53556 1.69398
11 O -0.53374 -1.90448 2.39867
12 H -1.73312 3.72452 1.62403
13 H -2.45929 2.37437 1.64431
14 O -1.63657 2.79163 1.38294
15 H 1.83057 0.46410 -2.53723
16 H 2.46284 0.51674 -1.11676
17 O 1.61188 0.56391 -1.60998
18 H -2.73668 -0.96592 -2.15107
19 H -2.81122 -2.28617 -1.40626
20 O -2.49904 -1.37416 -1.29944

---

Relative energies with respect to the most stable structure, expressed in hartree: run w 0.0307; run x 0.0124; run y 0.0000.

---

Run w
A structure of composition C12H22F6N2O3S2SbTi, computed with ωB97M-V with the def2-TZVPD basis set.

## Properties
Gap between HOMO and LUMO (alpha / beta) in eV: 4.923 / 4.920
E_LUMO (alpha / beta) in eV: -0.528 / -0.541
Spin multiplicity: 2
<S²>: 0.7744

Atoms and positions in Å:
1 Ti -0.09901 0.07102 -0.44318
2 C 1.05819 -3.86178 2.60712
3 N 0.04869 -2.89688 2.23562
4 C -1.30421 -3.41348 2.13512
5 C 0.35319 -1.82328 1.44122
6 O -0.56491 -1.18298 0.83762
7 C 1.77169 -1.30048 1.34792
8 O 1.71779 0.06442 0.94432
9 C 1.51759 0.99782 1.99962
10 C 0.28179 1.82072 1.66712
11 O -0.42751 1.47602 0.68582
12 N -0.11131 2.84852 2.46702
13 C 0.75079 3.43402 3.46252
14 C -1.26421 3.62512 2.05822
15 H 0.66779 -4.45958 3.43062
16 H 1.97099 -3.37168 2.93752
17 H 1.30699 -4.53198 1.77852
18 H -1.59601 -3.83138 3.09852
19 H -1.37521 -4.18048 1.35712
20 H -1.96361 -2.58868 1.86802
21 H 2.35249 -1.82448 0.57342
22 H 2.30979 -1.39588 2.30102
23 H 2.41349 1.63522 2.07172
24 H 1.37759 0.46762 2.95382
25 H 1.28409 2.66082 4.01402
26 H 0.13059 3.99362 4.16232
27 H 1.47739 4.12192 3.01702
28 H -1.85481 3.02982 1.36362
29 H -0.96171 4.54972 1.56362
30 H -1.86291 3.86052 2.93612
31 C -2.38701 1.45612 -4.20558
32 C -2.03281 0.59392 -3.03198
33 S -2.00501 1.34862 -1.50608
34 C -1.82491 -0.76838 -3.15748
35 C -2.21471 -1.53118 -4.38638
36 S -1.17771 -1.69278 -1.88158
37 H -2.24721 2.49672 -3.92568
38 H -3.42611 1.31152 -4.50198
39 H -1.74981 1.22662 -5.05688
40 H -2.72781 -0.90508 -5.10828
41 H -2.87201 -2.34568 -4.08668
42 H -1.33321 -1.97328 -4.84768
43 F 0.96299 1.46642 -1.69218
44 Sb 2.44319 0.40992 -2.52318
45 F 1.24809 0.01702 -3.96158
46 F 1.66109 -1.11798 -1.51238
47 F 3.75319 -0.83058 -3.12738
48 F 3.46719 0.87582 -0.96498
49 F 3.05709 1.96852 -3.39518

---

Run x
A structure of composition C12H22F6N2O3S2SbTi, computed with ωB97M-V with the def2-TZVPD basis set.

## Properties
Gap between HOMO and LUMO (alpha / beta) in eV: 5.000 / 4.877
E_LUMO (alpha / beta) in eV: -0.911 / -0.913
Spin multiplicity: 2
<S²>: 0.7576

Atoms and positions in Å:
1 Ti -1.17011 0.29681 -0.00143
2 C 0.48314 -2.51915 4.03659
3 N -0.27289 -1.59554 3.19216
4 C -1.71658 -1.55351 3.43841
5 C 0.14668 -1.36444 1.95369
6 O -0.67544 -1.05378 1.05852
7 C 1.62967 -1.26727 1.64534
8 O 1.82173 -0.42491 0.54664
9 C 2.31548 0.86983 0.72317
10 C 1.18869 1.87218 0.92355
11 O 0.01828 1.46582 1.11401
12 N 1.48007 3.15863 0.91383
13 C 0.41776 4.15772 1.00275
14 C 2.83695 3.62663 0.65754
15 H 0.28041 -2.29118 5.08086
16 H 1.55018 -2.41484 3.85535
17 H 0.19076 -3.55098 3.83756
18 H -1.87251 -1.36029 4.49798
19 H -2.19330 -2.49969 3.17596
20 H -2.16576 -0.75543 2.85549
21 H 2.01043 -2.24709 1.34054
22 H 2.17570 -0.92117 2.52733
23 H 2.84684 1.09962 -0.20332
24 H 3.02596 0.93669 1.55635
25 H -0.54550 3.66086 1.01701
26 H 0.45931 4.81146 0.13281
27 H 0.53787 4.75156 1.90940
28 H 3.18675 3.31013 -0.32552
29 H 3.53203 3.26659 1.41691
30 H 2.83793 4.71177 0.68732
31 C -0.74901 -3.77701 -3.44179
32 C -0.03992 -2.64371 -2.76158
33 S 0.80348 -2.86668 -1.26263
34 C 0.05494 -1.39225 -3.25827
35 C -0.51013 -0.92952 -4.56711
36 S 0.92064 -0.33750 -2.19103
37 H -0.80934 -4.64207 -2.78291
38 H -0.21246 -4.07546 -4.34731
39 H -1.76008 -3.48370 -3.73515
40 H -0.26605 -1.62805 -5.37183
41 H -0.12575 0.05695 -4.82216
42 H -1.59726 -0.84503 -4.50422
43 F -2.12464 -0.71430 -1.12072
44 Sb -3.58643 1.71633 -1.83527
45 F -5.17619 2.17713 -2.83972
46 F -2.76665 1.15304 -3.46285
47 F -2.93204 3.51200 -2.07871
48 F -0.94309 1.65575 -1.15880
49 F -2.54054 0.88701 0.97527

---

Relative energies with respect to the most stable structure, expressed in hartree: run w 0.0432; run x 0.0000.